[1]
C28H57InN4O9 | the ωB97M-V functional and the def2-TZVPD basis

CARTESIAN COORDINATES (ANGSTROEM)
1 In -1.569 -4.635 -0.654
2 C -0.901 -1.271 -1.211
3 O -0.817 -2.159 -2.127
4 O -1.531 -0.250 -1.508
5 O -0.635 -1.718 -0.106
6 N -1.590 -4.430 -5.100
7 O -1.842 -3.343 -5.597
8 O -1.582 -4.457 -3.886
9 O -1.512 -5.408 -5.831
10 C -4.138 2.999 0.746
11 C -2.805 3.728 0.956
12 C -2.671 4.060 2.478
13 C -1.283 4.499 2.967
14 C -0.250 3.617 2.419
15 C -0.298 3.234 0.880
16 N -1.678 2.894 0.468
17 O -1.769 2.564 -0.899
18 C 0.305 4.452 0.217
19 C 0.571 1.997 0.672
20 C -2.823 5.211 0.307
21 H -4.992 3.667 0.865
22 H -4.381 2.127 1.352
23 H -4.247 2.734 -0.306
24 H -3.364 4.818 2.846
25 H -2.910 3.129 2.991
26 H -1.185 4.269 4.027
27 H -1.094 5.568 2.873
28 H -0.332 2.666 2.944
29 H 0.680 4.142 2.641
30 H -0.057 4.530 -0.808
31 H 0.246 5.426 0.702
32 H 1.388 4.326 0.210
33 H -0.024 1.130 0.960
34 H 0.640 1.639 -0.356
35 H 1.539 2.013 1.171
36 H -2.258 5.959 0.863
37 H -3.846 5.574 0.200
38 H -2.540 5.122 -0.741
39 H -1.764 1.607 -0.822
40 C 1.361 -0.400 3.520
41 C 0.403 -1.335 4.407
42 C 0.077 -0.618 5.763
43 C -1.092 0.374 5.586
44 C -2.350 -0.357 5.106
45 C -2.192 -1.250 3.806
46 N -0.850 -1.912 3.718
47 O -0.725 -2.675 2.547
48 C -3.290 -2.273 3.968
49 C -2.334 -0.355 2.580
50 C 1.199 -2.574 4.724
51 H 1.208 0.628 3.846
52 H 1.112 -0.451 2.460
53 H 2.417 -0.661 3.592
54 H -0.110 -1.247 6.632
55 H 0.909 0.059 5.962
56 H -0.799 1.164 4.895
57 H -1.333 0.887 6.517
58 H -3.220 0.300 5.090
59 H -2.713 -1.009 5.901
60 H -4.264 -1.836 4.190
61 H -3.426 -2.721 2.984
62 H -3.064 -3.113 4.624
63 H -3.286 0.175 2.627
64 H -1.519 0.355 2.434
65 H -2.431 -0.795 1.588
66 H 0.595 -3.401 5.096
67 H 1.933 -2.333 5.493
68 H 1.679 -2.988 3.837
69 H -0.558 -2.032 1.854
70 C 2.964 -1.948 -2.195
71 C 2.715 -0.904 -3.342
72 C 4.109 -0.421 -3.902
73 C 4.810 -1.458 -4.851
74 C 3.840 -1.925 -5.998
75 C 2.369 -2.295 -5.582
76 N 1.909 -1.383 -4.472
77 O 0.593 -1.254 -4.289
78 C 1.411 -2.121 -6.814
79 C 2.339 -3.737 -5.000
80 C 2.209 0.340 -2.708
81 H 3.743 -2.674 -2.426
82 H 2.061 -2.483 -1.900
83 H 3.301 -1.566 -1.231
84 H 4.261 0.599 -4.255
85 H 4.863 -0.317 -3.122
86 H 5.218 -2.308 -4.305
87 H 5.695 -1.050 -5.341
88 H 4.410 -2.837 -6.176
89 H 3.945 -1.309 -6.891
90 H 0.473 -2.554 -6.466
91 H 1.334 -1.062 -7.062
92 H 1.754 -2.666 -7.694
93 H 1.359 -3.983 -4.592
94 H 2.468 -4.318 -5.913
95 H 3.156 -4.056 -4.353
96 H 1.272 0.177 -2.176
97 H 2.100 1.035 -3.540
98 H 2.890 0.739 -1.956
99 H 0.417 -1.897 -3.599

Forces on the atoms, in the same order (eV/Å):
In 0.19 0.77 -0.61
C -2.75 -0.42 -1.33
O 1.25 -1.20 -1.48
O 0.69 1.35 0.00
O 1.24 -0.44 2.78
N -1.71 0.38 -2.00
O 0.27 2.01 -1.14
O 0.90 -1.42 3.41
O 0.77 -1.08 0.34
C -0.49 0.56 -1.12
C 0.15 2.39 0.42
C 0.66 -0.91 0.36
C -1.45 -0.04 0.30
C 0.75 -1.55 -1.49
C -0.08 1.21 1.31
N -0.22 0.23 2.10
O 0.10 0.73 0.51
C 0.83 0.35 -1.29
C -0.95 -1.03 -0.48
C -0.81 -1.61 -0.87
H 0.15 0.37 0.42
H 0.70 -0.07 0.15
H 0.27 -0.36 -0.07
H -0.51 -0.14 -0.61
H -0.05 -0.14 0.31
H -0.53 0.53 0.35
H 0.00 0.01 -0.40
H 0.34 -0.12 0.29
H 0.57 -0.74 -0.21
H 0.21 0.16 -0.11
H -0.90 -0.10 0.25
H 0.19 -0.26 -0.38
H 0.05 -0.07 1.16
H 0.63 1.02 -0.56
H -0.11 0.11 -0.07
H 0.23 -0.29 -0.19
H -0.21 -0.02 0.51
H 0.61 0.22 0.03
H -0.11 -0.60 -0.68
C -1.49 -0.21 0.40
C 0.04 -0.94 -1.01
C -0.90 1.33 -1.31
C -0.53 -0.62 -0.22
C 0.74 -0.50 0.21
C 1.08 1.21 0.62
N -0.83 0.97 2.78
O 0.58 0.48 0.69
C -0.38 -0.88 -1.81
C -1.15 0.47 -0.67
C 0.59 -0.86 0.27
H 0.19 0.15 -0.22
H -0.16 -0.08 -0.04
H -0.10 -0.09 0.37
H 0.10 -0.40 -0.33
H 0.50 -0.55 0.26
H 0.00 0.02 -0.27
H 0.15 -0.05 0.18
H 0.09 0.35 -0.98
H 0.58 -0.49 0.27
H 0.13 0.19 0.31
H -0.15 -0.33 -0.17
H 0.18 0.42 0.33
H 0.03 0.49 0.27
H 0.01 0.22 0.54
H 0.24 -0.89 0.15
H -0.30 0.27 0.21
H 0.35 -0.08 -0.16
H 0.25 0.20 -0.03
H 0.05 0.22 -0.74
C 0.00 -0.84 -0.10
C 3.05 0.03 0.10
C 2.34 -1.75 -0.23
C -1.72 1.21 -0.33
C 1.17 -0.87 1.48
C 1.07 0.88 0.29
N 1.23 0.71 -0.18
O 0.26 0.21 -0.98
C 0.31 -0.48 1.62
C -0.20 -0.10 -1.48
C -1.58 0.72 0.00
H -0.20 -0.18 -0.44
H -0.27 -0.14 -0.43
H 0.03 0.97 -0.29
H -1.38 0.05 -0.80
H -0.46 -0.43 1.03
H -0.46 -0.14 0.25
H -0.06 0.38 0.07
H -0.80 -0.52 -1.03
H -0.47 0.22 0.22
H -0.38 0.36 -0.54
H -0.20 -0.09 0.09
H 0.25 -0.10 0.24
H 0.04 0.02 0.15
H -0.17 -0.49 0.04
H -0.08 0.59 0.25
H -0.26 0.22 -0.25
H -0.43 0.48 0.44
H 0.28 -0.18 -0.29
H -1.71 -0.57 1.34

Values from the calculation:
LUMO level = -5.03 eV
HOMO energy = -7.916 eV
gap between HOMO and LUMO = 0.1061 Eh
total charge = 0


[2]
C28H57IrNOSi2Te2 | the ωB97M-V functional and the def2-TZVPD basis

CARTESIAN COORDINATES (ANGSTROEM)
1 Ir 0.296 -0.321 -0.219
2 C -0.879 -1.619 1.040
3 C -0.208 -2.463 0.114
4 C 1.186 -2.551 0.571
5 C 1.281 -1.751 1.718
6 C 0.029 -1.185 2.053
7 C -0.298 -0.290 3.223
8 C 0.397 -0.828 4.483
9 C 0.217 1.133 2.936
10 C -1.810 -0.225 3.450
11 C 2.425 -3.249 0.010
12 C 3.501 -3.358 1.105
13 C 2.181 -4.672 -0.507
14 C 2.995 -2.386 -1.134
15 C -1.010 -3.184 -0.982
16 C -1.188 -4.670 -0.627
17 C -0.370 -3.001 -2.365
18 C -2.423 -2.589 -1.082
19 H -1.949 -1.529 1.097
20 H 2.184 -1.598 2.286
21 H 1.484 -0.767 4.405
22 H 0.124 -1.869 4.669
23 H 0.091 -0.238 5.346
24 H 1.300 1.135 2.792
25 H -0.015 1.783 3.782
26 H -0.261 1.544 2.044
27 H -2.218 -1.212 3.676
28 H -2.327 0.178 2.575
29 H -2.023 0.428 4.297
30 H 3.107 -3.834 2.004
31 H 3.926 -2.389 1.373
32 H 4.320 -3.974 0.738
33 H 1.743 -5.302 0.269
34 H 3.143 -5.106 -0.779
35 H 1.556 -4.709 -1.391
36 H 3.221 -1.386 -0.771
37 H 2.298 -2.301 -1.967
38 H 3.918 -2.842 -1.498
39 H -0.267 -5.238 -0.686
40 H -1.899 -5.122 -1.320
41 H -1.591 -4.775 0.383
42 H 0.605 -3.470 -2.451
43 H -0.260 -1.938 -2.595
44 H -1.013 -3.446 -3.125
45 H -3.021 -2.800 -0.193
46 H -2.932 -3.048 -1.929
47 H -2.393 -1.509 -1.253
48 C 4.092 0.594 1.078
49 Te 2.424 1.404 0.037
50 C 3.326 1.267 -1.885
51 H 4.388 -0.372 0.682
52 H 3.842 0.517 2.134
53 H 4.898 1.313 0.948
54 H 4.113 2.014 -1.945
55 H 2.568 1.481 -2.635
56 H 3.734 0.271 -2.029
57 O 0.172 2.851 -2.847
58 C -0.100 1.961 -2.144
59 N -0.469 1.065 -1.420
60 C -3.637 3.388 2.584
61 Si -5.216 3.153 1.602
62 C -6.695 2.847 2.687
63 C -5.479 4.559 0.409
64 C -5.014 1.509 0.595
65 Te -3.107 1.339 -0.272
66 C -3.589 2.402 -2.005
67 Si -4.114 1.236 -3.474
68 C -4.958 2.377 -4.670
69 C -5.250 -0.079 -2.782
70 C -2.548 0.469 -4.132
71 H -3.673 4.319 3.153
72 H -2.761 3.442 1.930
73 H -3.484 2.572 3.296
74 H -6.908 3.732 3.291
75 H -6.529 2.008 3.365
76 H -7.581 2.633 2.086
77 H -5.840 5.434 0.955
78 H -6.231 4.320 -0.347
79 H -4.557 4.856 -0.098
80 H -5.767 1.466 -0.195
81 H -5.155 0.662 1.269
82 H -2.711 2.975 -2.309
83 H -4.411 3.074 -1.758
84 H -5.863 2.812 -4.242
85 H -5.246 1.831 -5.571
86 H -4.297 3.192 -4.973
87 H -6.213 0.334 -2.472
88 H -4.810 -0.597 -1.924
89 H -5.457 -0.834 -3.544
90 H -1.911 1.222 -4.603
91 H -2.779 -0.286 -4.887
92 H -1.972 -0.012 -3.337

Forces on the atoms, in the same order (eV/Å):
Ir 3.30 -1.44 3.47
C -1.35 -0.49 0.02
C -1.09 0.04 -1.06
C 0.21 0.52 -0.96
C 0.09 0.77 -0.33
C -0.36 1.25 -0.93
C 0.12 0.21 0.06
C -0.05 -0.14 -0.09
C -0.05 -0.09 0.09
C 0.06 -0.16 0.00
C 0.16 0.11 -0.26
C -0.11 0.05 0.03
C -0.06 -0.01 0.17
C 0.00 -0.19 0.02
C 0.14 -0.17 -0.10
C 0.02 0.04 0.05
C 0.01 -0.06 0.09
C 0.03 0.02 0.10
H 0.01 0.02 0.09
H 0.02 0.06 -0.06
H -0.01 0.01 0.00
H 0.00 0.02 0.05
H 0.02 0.00 0.00
H -0.01 0.04 0.04
H 0.04 -0.02 0.01
H 0.02 0.04 0.00
H -0.04 0.03 -0.01
H -0.01 0.02 0.02
H 0.00 0.00 -0.01
H 0.05 0.00 0.01
H -0.04 -0.05 0.04
H 0.00 0.02 -0.02
H 0.00 -0.03 -0.03
H 0.01 0.02 0.01
H -0.02 0.00 0.01
H 0.02 -0.02 -0.01
H 0.02 0.02 -0.01
H -0.02 0.00 -0.02
H -0.02 0.01 0.02
H 0.00 0.00 0.01
H -0.02 -0.02 -0.03
H 0.01 0.01 -0.03
H -0.02 0.00 -0.06
H 0.01 -0.01 0.01
H -0.02 0.02 -0.03
H 0.00 0.00 0.00
H 0.00 -0.01 -0.03
C -0.12 -0.17 0.04
Te -0.40 0.11 -0.60
C 0.08 0.10 -0.01
H -0.03 0.03 -0.03
H 0.00 0.02 -0.01
H -0.04 0.03 0.00
H -0.01 0.01 0.02
H 0.00 0.00 0.01
H -0.04 0.00 0.01
O -0.04 -0.04 -0.05
C -0.04 0.02 0.08
N -0.04 -0.64 0.07
C -0.08 -0.03 -0.02
Si -0.07 -0.15 0.07
C 0.05 0.09 -0.03
C 0.04 -0.03 -0.01
C 0.14 0.14 0.01
Te -0.65 0.18 0.12
C 0.08 -0.23 -0.17
Si 0.02 0.11 0.16
C 0.02 -0.10 -0.07
C -0.02 0.08 -0.03
C 0.00 0.03 -0.02
H 0.00 -0.01 0.00
H 0.02 0.06 0.04
H 0.00 0.01 -0.01
H -0.02 -0.03 0.01
H -0.01 0.01 0.00
H -0.01 0.00 0.03
H 0.02 0.00 -0.01
H 0.00 0.01 0.01
H -0.02 0.00 -0.01
H 0.04 -0.04 -0.03
H 0.04 0.00 -0.01
H -0.04 0.04 0.03
H 0.05 0.01 0.08
H 0.01 -0.01 0.01
H -0.01 0.03 0.00
H -0.01 -0.01 0.00
H 0.02 -0.01 0.02
H -0.02 -0.06 -0.04
H 0.01 0.01 0.01
H 0.00 -0.01 0.01
H 0.00 0.01 0.01
H -0.03 -0.04 -0.04

Values from the calculation:
LUMO level (alpha / beta) = -7.14 / -7.86 eV
relative energy (zero: lowest compared OMol25 entry of this formula, charge and spin) = 2.0766 eV
HOMO energy (alpha / beta) = -13.737 / -13.735 eV
gap between HOMO and LUMO (alpha / beta) = 0.2425 / 0.2160 Eh
expectation value of S² = 0.754
2S+1 = 2
total charge = +2